This record from the OMol25 dataset describes 10 unconnected molecules or ions with the total composition C26H41BrCl18N2 in a non-equilibrium geometry. The level of theory is ωB97M-V/def2-TZVPD.

Structure (XYZ):
```
88
C26H41BrCl18N2 (ωB97M-V/def2-TZVPD)
C 2.40889 1.62861 0.72441
C 2.73958 0.72206 -0.64162
C 2.91022 1.67365 -1.98095
C 1.97571 1.22720 -3.25327
N 0.53334 0.89400 -2.84267
C -0.16373 1.90445 -1.95824
C -1.68851 1.60170 -1.43655
C -2.47840 0.19464 -1.87150
C -3.97880 -0.00557 -1.24131
C -4.04238 -0.72046 0.26938
C -5.51840 -0.89882 0.96525
N -6.81278 -0.43053 0.27270
C -8.09115 -0.64303 1.11073
C -7.83542 0.20823 2.50782
C -9.17838 0.92738 3.11370
Br -8.52352 2.62589 4.03389
C -6.80108 0.18722 -1.11678
C -5.39308 0.44640 -1.97538
C -1.68173 -0.84603 -2.85684
C -0.13512 -0.41168 -3.31263
H 1.27093 1.91668 0.81025
H 3.07948 2.58408 0.81200
H 2.65433 0.92233 1.63403
H 1.81522 -0.02818 -0.72662
H 3.68886 0.06510 -0.43074
H 2.79135 2.82768 -1.70797
H 4.03892 1.56265 -2.33811
H 2.01393 2.03689 -4.12817
H 2.40994 0.22885 -3.73500
H 0.33627 2.91425 -1.57057
H -2.22947 2.36745 -0.72696
H -3.08878 -1.09153 0.85408
H -5.58019 -1.38299 2.04950
H -8.17802 -1.77798 1.38867
H -9.04836 -0.27203 0.52478
H -7.04771 1.06530 2.31199
H -7.41769 -0.50213 3.34938
H -9.98401 1.23057 2.32101
H -9.68202 0.28860 3.95726
H -7.78899 0.51870 -1.66521
H -5.38006 0.93615 -3.06026
H -2.18089 -1.85308 -3.19286
H 0.54225 -1.08347 -4.02237
C -3.89320 -2.14432 -6.29990
Cl -3.05418 -3.48950 -5.51786
Cl -4.60833 -1.05827 -5.10237
H -3.17815 -1.58353 -6.90666
H -4.68620 -2.54226 -6.93770
C -4.47650 4.39590 -0.22883
Cl -4.08875 4.46893 -1.95202
Cl -4.96521 2.76433 0.24457
H -3.59370 4.68403 0.34700
H -5.29590 5.08767 -0.01898
C 6.62350 0.43364 0.59758
Cl 7.01125 0.50667 -1.12560
Cl 6.13479 -1.19793 1.07099
H 7.50630 0.72177 1.17342
H 5.80410 1.12540 0.80744
C 1.72851 4.62576 3.20971
Cl 1.23951 4.31718 1.53917
Cl 3.39566 4.10913 3.49022
H 1.64916 5.69668 3.41160
H 1.06710 4.07356 3.88174
C 9.62350 -2.21981 -1.90069
Cl 10.01125 -2.14678 -3.62388
Cl 9.13479 -3.85138 -1.42729
H 10.50630 -1.93168 -1.32486
H 8.80410 -1.52804 -1.69084
C -0.62189 1.30935 5.28093
Cl -1.20558 0.92066 3.65818
Cl 0.47174 2.69782 5.24788
H -1.47667 1.54485 5.91954
H -0.08766 0.44522 5.68326
C 8.64533 -7.76725 -0.49518
Cl 9.55256 -8.64532 -1.73251
Cl 8.68976 -8.62109 1.05206
H 9.08631 -6.77575 -0.36717
H 7.60597 -7.66996 -0.81809
C -7.45563 -3.16100 5.00629
Cl -8.96940 -3.13474 4.09368
Cl -6.32407 -1.94752 4.39634
H -7.66997 -2.95128 6.05700
H -7.00098 -4.15021 4.91273
C 12.72902 0.15117 -0.87059
Cl 11.04567 0.40375 -0.39353
Cl 12.89039 0.09838 -2.63018
H 13.33596 0.97254 -0.48214
H 13.07890 -0.79590 -0.45270
```

Properties
highest occupied orbital energy: -0.470 hartree
net charge: +2